# 1
{"formula": "C3H6INS", "method": "wB97M-V/def2-TZVPD", "species": ["C", "C", "C", "N", "S", "I", "H", "H", "H", "H", "H", "H"], "xyz": [[-0.228417, -1.083167, -0.161025], [0.813607, 0.790531, -0.003335], [-0.104068, -0.015553, 0.920915], [1.045365, -0.397243, -0.832036], [-1.625760, 0.765967, 1.528498], [1.054983, -0.187651, -2.874597], [-0.013985, -2.112200, 0.104694], [-1.127360, -1.002744, -0.766846], [0.290140, 1.607507, -0.508652], [1.739740, 1.171753, 0.433012], [0.404769, -0.384922, 1.808845], [-2.249013, 0.847719, 0.350527]], "forces_ev_per_a": [[1.827, 0.764, -1.134], [0.188, 0.500, 0.047], [-0.390, 0.269, 0.207], [-1.480, -1.489, 0.547], [0.195, -0.164, 0.193], [-0.100, 0.036, 0.325], [-0.086, -0.092, 0.021], [-0.057, 0.043, -0.063], [-0.078, -0.036, 0.066], [-0.062, 0.092, -0.025], [0.031, 0.034, -0.025], [0.013, 0.043, -0.159]], "smiles": "SC1CN(I)C1", "max_force_ha_per_bohr": 0.0444, "mol_weight_g_mol": 215.1, "gap_ev": 8.77, "de_lowest_kcal_mol": 1.7, "homo_energy_ev": -8.8}

---

# 2
{"formula": "C17H22ClN3O2", "method": "wB97M-V/def2-TZVPD", "species": ["C", "H", "H", "H", "C", "N", "C", "H", "C", "C", "N", "C", "O", "C", "N", "O", "C", "C", "H", "C", "C", "C", "C", "C", "C", "H", "H", "H", "Cl", "H", "H", "H", "H", "H", "H", "H", "C", "C", "H", "H", "H", "H", "H", "H", "H"], "xyz": [[4.652176, -2.362125, -1.311047], [4.513029, -2.865290, -2.337550], [5.253455, -2.988576, -0.771462], [3.735049, -2.074978, -0.943228], [5.527930, -1.334807, -1.804431], [5.750634, -0.558235, -0.356089], [5.685278, 0.846311, -0.330453], [6.265507, 1.402523, 0.254076], [4.278864, 1.513055, -0.593851], [3.630181, 0.952427, 0.737462], [2.106960, 1.389135, 0.660641], [1.205725, 0.274809, 0.299716], [1.640240, -1.177813, 0.232827], [-0.072988, 0.727955, 0.269926], [-0.415439, 1.893377, -0.033244], [-1.811223, 1.953524, 0.075496], [-2.239032, 0.586538, 0.055434], [-1.295737, -0.213159, 0.262434], [-1.195710, -1.116698, 0.195760], [-3.741291, 0.646668, -0.011189], [-4.360620, -0.639977, 0.017742], [-5.804214, -0.660554, 0.137769], [-6.477998, 0.442817, -0.323298], [-5.930063, 1.601811, -0.440574], [-4.500504, 1.864485, -0.731962], [-3.941830, 2.668906, -0.682235], [-6.461580, 2.214733, -0.898640], [-7.503147, 0.374801, -0.504979], [-6.511380, -2.320889, 0.395826], [-3.686444, -1.526952, 0.466566], [1.811277, 2.240214, 0.540791], [3.929195, 1.489424, 1.511198], [3.797887, -0.034028, 0.871982], [3.785240, 0.986114, -1.401012], [4.300462, 2.512800, -0.539171], [6.339019, 1.550475, -1.358006], [6.990248, -0.991828, 0.117479], [6.774615, -0.918903, 2.069319], [7.605292, -1.359467, 2.317934], [6.577588, 0.215745, 2.245917], [5.949241, -1.545613, 2.239705], [6.945457, -1.971107, 0.238852], [7.790136, -0.507882, 0.035873], [4.934142, -0.607365, -2.291682], [6.317988, -1.416606, -2.240023]], "forces_ev_per_a": [[0.783, -2.532, -5.549], [-0.648, -0.475, 1.462], [0.752, -2.067, 1.966], [-1.693, 0.784, 1.084], [-9.359, 5.999, 8.514], [0.810, 0.578, -2.692], [-1.141, 2.500, -8.203], [1.948, 1.340, 3.860], [1.055, -6.909, 3.649], [-4.628, 4.237, -4.969], [1.927, -12.956, -0.164], [9.441, -4.284, 1.874], [-2.726, 8.966, 0.280], [-5.862, -3.763, -1.381], [-1.374, 3.053, 1.122], [1.560, -1.822, -1.367], [-5.947, 6.361, 0.374], [4.945, 7.662, 0.912], [0.857, -9.832, -0.257], [-0.760, -0.019, -4.466], [-0.143, 0.188, 3.760], [2.990, -2.557, -1.558], [-1.942, -5.103, 2.302], [9.623, 1.310, -1.235], [-2.571, -9.475, 6.345], [2.033, 4.471, -0.544], [-5.171, 6.121, -3.213], [-1.639, -0.223, 0.027], [0.283, 1.894, -0.252], [-1.887, 1.915, -1.373], [-1.945, 5.905, -0.774], [1.892, 2.298, 3.546], [-0.360, -3.169, 0.218], [-0.080, 0.606, -0.435], [0.092, 3.596, -0.494], [-0.991, -2.289, 1.595], [-7.356, -0.786, 6.530], [-3.329, 4.811, -5.144], [4.777, -1.715, 2.106], [0.651, -2.351, 0.217], [-1.267, -0.495, 0.202], [0.846, -4.607, -0.597], [6.679, 3.888, -1.487], [-0.483, 0.799, -1.065], [9.359, -1.855, -4.727]], "max_force_ha_per_bohr": 0.2723, "mol_weight_g_mol": 335.8, "gap_ev": 7.31, "de_lowest_kcal_mol": 424.0, "homo_energy_ev": -7.9}

---

# 3
{"formula": "C8H14", "method": "wB97M-V/def2-TZVPD", "species": ["C", "C", "C", "C", "C", "C", "C", "C", "H", "H", "H", "H", "H", "H", "H", "H", "H", "H", "H", "H", "H", "H"], "xyz": [[2.109703, 1.331114, -2.252796], [0.692459, 1.076196, -1.695371], [0.724721, 1.002302, -0.140987], [-0.601968, 0.511561, 0.409413], [0.128848, -1.823829, 0.710699], [-0.763416, -0.761560, 0.959346], [-1.974095, -1.023579, 1.806777], [-1.956823, -1.739396, 2.940974], [2.566566, 2.227878, -1.822469], [2.132509, 1.376700, -3.311809], [2.807785, 0.549121, -1.878478], [0.327372, 0.155065, -2.127228], [0.044844, 1.926837, -2.011745], [1.045491, 1.929987, 0.232762], [1.596668, 0.273979, 0.123290], [-1.364358, 0.841982, -0.355676], [-1.730880, 1.246652, -1.199833], [1.085228, -1.639929, 0.173852], [-0.128342, -2.844521, 1.030886], [-2.890006, -0.519203, 1.506084], [-2.848710, -1.952941, 3.551449], [-1.003596, -2.144414, 3.350861]], "forces_ev_per_a": [[0.405, -0.515, 2.002], [1.128, 1.335, -0.159], [0.795, -3.570, -0.605], [2.851, 1.696, 0.667], [-1.154, 1.804, 0.340], [1.293, -4.379, 0.245], [0.167, -0.130, 0.355], [0.532, -0.166, 0.085], [-0.336, 0.266, -0.245], [0.074, 0.035, -0.991], [-0.475, 0.076, -0.535], [-0.388, -0.194, 0.027], [0.221, -0.782, 0.276], [-0.014, 1.487, 0.657], [-1.304, 1.111, -0.330], [-2.752, 2.168, -0.452], [-0.137, -0.982, -0.553], [-0.946, -0.304, 0.372], [0.316, 0.554, -0.087], [0.058, -0.120, -0.096], [0.427, 0.341, -0.494], [-0.760, 0.269, -0.481]], "max_force_ha_per_bohr": 0.0889, "mol_weight_g_mol": 110.2, "gap_ev": 5.72, "de_lowest_kcal_mol": 170.2, "homo_energy_ev": -7.0}

---

# 4
{"formula": "C8H15IS", "method": "wB97M-V/def2-TZVPD", "species": ["C", "C", "C", "C", "C", "C", "C", "C", "S", "I", "H", "H", "H", "H", "H", "H", "H", "H", "H", "H", "H", "H", "H", "H", "H"], "xyz": [[-2.274518, 1.075936, 0.425768], [-0.996082, 2.027213, 0.338123], [-1.952413, -0.236974, 1.152270], [0.261564, 1.285438, -0.241614], [-0.629200, -0.929270, 0.612037], [0.664917, -0.040150, 0.479416], [1.376662, -1.145137, -1.736446], [1.717711, -0.817380, -0.261301], [1.964658, -2.428981, 0.463210], [3.901298, 0.473014, 0.002660], [-3.181402, 1.672322, 0.892110], [-2.482541, 0.848583, -0.674281], [-1.088842, 2.908614, -0.319716], [-0.774518, 2.435564, 1.349660], [-1.962356, -0.134438, 2.237834], [-2.879672, -0.909608, 0.750170], [0.165528, 1.198025, -1.338573], [1.154346, 1.972500, -0.230157], [-0.559421, -1.912664, 1.241245], [-0.933565, -1.256214, -0.390731], [1.142714, 0.290318, 1.463789], [2.001696, -2.033380, -1.987629], [1.871743, -0.339748, -2.266794], [0.280925, -1.334231, -1.902523], [3.210756, -2.669349, -0.058522]], "forces_ev_per_a": [[0.412, 2.091, -0.966], [0.380, -0.671, 0.450], [-1.435, -0.977, -2.034], [0.745, 0.791, -0.019], [-1.299, -1.006, 1.269], [-0.584, 1.213, 1.054], [1.877, 0.291, 0.139], [0.193, -0.833, -0.615], [1.170, -0.381, 1.250], [-1.829, -1.001, -0.439], [1.757, -1.365, -0.973], [-0.216, 0.147, 1.416], [-0.604, -0.369, 0.291], [0.003, -0.351, -0.489], [-0.056, -0.064, -0.090], [2.240, 0.994, 1.629], [-0.481, -0.619, 0.362], [-0.761, -0.479, 0.497], [0.470, 1.838, -1.102], [0.365, 0.013, 0.143], [-1.049, -0.760, -0.919], [-0.921, 0.541, -0.116], [-0.878, 0.349, -0.917], [1.315, 0.435, 0.049], [-0.813, 0.173, 0.132]], "smiles": "C[C@@](S)(I)C1CCCCC1", "max_force_ha_per_bohr": 0.0572, "mol_weight_g_mol": 270.2, "gap_ev": 8.04, "de_lowest_kcal_mol": 22.3, "homo_energy_ev": -8.9}

---

# 5
{"formula": "C3H3NS2", "method": "wB97M-V/def2-TZVPD", "species": ["C", "C", "C", "H", "H", "H", "N", "S", "S"], "xyz": [[-1.193872, 0.073448, -0.069331], [0.084154, -0.440860, -0.528767], [1.103988, 0.094271, 0.427643], [0.271413, -0.094261, -1.532328], [0.324691, -1.452169, -0.729394], [2.112515, -0.104827, 0.453855], [0.708601, 0.795311, 1.466777], [-2.500011, 0.131221, -1.002399], [-0.911478, 0.997865, 1.513943]], "forces_ev_per_a": [[-1.259, 1.105, 0.769], [2.324, 1.150, 0.465], [-2.066, 1.681, 2.491], [0.053, 0.789, -0.458], [-0.689, -1.677, 0.496], [2.237, -0.600, -0.581], [1.662, -1.456, -1.869], [-0.677, -0.121, 0.266], [-1.586, -0.871, -1.579]], "smiles": "S=C1CC=NS1", "max_force_ha_per_bohr": 0.0709, "mol_weight_g_mol": 117.2, "gap_ev": 8.20, "de_lowest_kcal_mol": 16.4, "homo_energy_ev": -8.7}

---

# 6
{"formula": "C3H3NO", "method": "wB97M-V/def2-TZVPD", "species": ["O", "C", "C", "N", "C", "H", "H", "H"], "xyz": [[0.546619, 1.067712, 0.063271], [-0.739457, 0.646344, 0.104004], [-0.759470, -0.687593, 0.025835], [0.555653, -1.165766, -0.021103], [1.255421, -0.080150, -0.003524], [-1.539992, 1.366689, 0.165485], [-1.646874, -1.182682, -0.290983], [2.328100, 0.035449, -0.042982]], "forces_ev_per_a": [[0.246, 0.056, 0.398], [-0.428, 0.396, -0.089], [0.287, 0.361, -0.605], [-0.175, 0.543, -0.298], [0.105, -0.305, 0.103], [0.288, 0.112, -0.093], [-0.241, -1.045, 0.529], [-0.082, -0.117, 0.054]], "smiles": "c1cocn1", "max_force_ha_per_bohr": 0.0233, "mol_weight_g_mol": 69.1, "gap_ev": 10.69, "de_lowest_kcal_mol": 5.0, "homo_energy_ev": -9.6}

---

# 7
{"formula": "C4H10O2", "method": "wB97M-V/def2-TZVPD", "species": ["C", "C", "C", "O", "C", "O", "H", "H", "H", "H", "H", "H", "H", "H", "H", "H"], "xyz": [[-1.178303, -1.037364, -0.596053], [-0.107589, -0.006046, -0.507323], [-0.466709, 1.372110, -0.077388], [0.527265, -0.363629, 2.096324], [1.280317, -0.388234, -0.606812], [2.184620, 0.152624, 0.060158], [-0.848152, -1.882363, -1.205837], [-1.357825, -1.415712, 0.419724], [-2.120516, -0.630978, -0.972614], [-1.104931, 1.811093, -0.834155], [-1.049188, 1.367544, 0.836127], [0.401250, 2.005820, 0.068667], [0.330512, 0.454732, 2.570383], [1.464095, -1.397165, -0.997968], [0.721793, 0.088252, -1.800315], [1.323367, -0.130685, 1.547076]], "forces_ev_per_a": [[-0.029, -0.115, -0.386], [1.014, 0.084, -1.597], [0.005, 0.203, -0.219], [0.374, 0.345, 0.072], [-0.047, -0.952, 2.048], [0.494, 0.588, -0.717], [-0.153, 0.033, 0.024], [0.178, 0.191, -0.114], [0.136, -0.096, -0.070], [-0.203, 0.216, -0.216], [-0.067, -0.245, 0.193], [0.185, -0.062, -0.006], [0.066, -0.271, 0.020], [-0.115, -0.167, -0.374], [-1.429, 0.355, 0.919], [-0.410, -0.107, 0.422]], "max_force_ha_per_bohr": 0.0439, "mol_weight_g_mol": 90.1, "gap_ev": 9.91, "de_lowest_kcal_mol": 64.8, "homo_energy_ev": -9.3}

---

# 8
{"formula": "C3H7S", "method": "wB97M-V/def2-TZVPD", "species": ["C", "C", "C", "S", "H", "H", "H", "H", "H", "H", "H"], "xyz": [[-1.298658, -0.128929, 0.046828], [0.068452, 0.080037, -0.646496], [1.241991, -0.066866, 0.322371], [1.580521, 1.471864, 1.250349], [-1.493447, 0.687987, 0.745696], [-1.270833, -1.031308, 0.656024], [-2.072131, -0.138302, -0.722402], [0.131119, -0.644359, -1.472886], [0.038966, 1.088273, -1.061242], [2.106107, -0.521520, -0.176377], [0.967908, -0.796873, 1.058133]], "forces_ev_per_a": [[0.714, 0.486, -0.071], [-0.644, -0.242, 0.261], [-0.080, 0.443, -0.088], [0.215, -0.011, -0.133], [0.051, 0.066, -0.113], [-0.270, -0.305, -0.219], [-0.282, -0.244, 0.217], [0.099, 0.046, 0.008], [0.336, -0.006, -0.183], [0.160, 0.463, -0.158], [-0.299, -0.696, 0.479]], "smiles": "CCC[S-]", "max_force_ha_per_bohr": 0.0174, "mol_weight_g_mol": 75.2, "gap_ev": 6.53, "de_lowest_kcal_mol": 3.2, "total_charge": -1, "homo_energy_ev": -2.1}